Record 1
This record from the OMol25 dataset describes a structure of composition C67H174CsF3O23. The level of theory is the ωB97M-V functional and the def2-TZVPD basis.

Each line ends with the Löwdin charge.
CARTESIAN COORDINATES (ANGSTROEM)
Cs1 -0.354 -3.940 0.740  1.15
C1 -1.552 -0.412 -0.114  -0.43
O1 -0.109 -0.366 -0.104  -0.09
O2 -1.990 -1.604 -0.543  -0.26
C2 -1.992 -0.044 1.315  -0.51
F1 -1.355 -0.775 2.223  0.15
F2 -1.651 1.242 1.598  0.11
F3 -3.366 -0.057 1.438  0.12
C3 0.549 0.662 -0.850  -0.25
C4 2.023 0.408 -0.948  -0.05
H1 2.134 -0.521 -1.460  0.03
H2 2.431 1.269 -1.499  0.08
H3 2.464 0.249 0.059  0.09
H4 0.308 1.664 -0.353  0.14
H5 0.156 0.767 -1.845  0.09
H6 -1.991 0.366 -0.712  0.13
C5 -3.828 -7.816 1.191  -0.06
C6 -3.645 -7.068 -0.070  -0.49
C7 -4.943 -6.659 -0.681  -0.04
O3 -2.762 -5.951 0.252  -0.15
H7 -4.165 -8.832 1.032  0.09
H8 -4.459 -7.268 1.880  0.08
H9 -2.826 -7.912 1.598  0.08
H10 -3.027 -7.621 -0.771  0.13
H11 -5.604 -7.454 -1.101  0.10
H12 -4.757 -5.862 -1.451  0.09
H13 -5.477 -6.123 0.114  0.06
H14 -3.281 -5.193 0.523  0.02
C8 -1.789 3.457 4.218  -0.05
C9 -3.240 3.943 3.940  -0.47
C10 -4.257 2.860 4.254  -0.06
O4 -3.570 5.035 4.811  -0.06
H15 -1.614 3.246 5.260  0.07
H16 -1.122 4.276 3.990  0.05
H17 -1.455 2.625 3.563  0.07
H18 -3.322 4.306 2.900  0.12
H19 -5.212 3.289 3.974  0.08
H20 -4.288 2.641 5.349  0.09
H21 -3.986 2.030 3.638  0.06
H22 -2.751 5.556 4.952  0.09
C11 7.641 3.293 -4.033  -0.06
C12 8.897 2.523 -3.686  -0.52
C13 9.372 2.972 -2.302  -0.05
O5 8.685 1.152 -3.848  -0.05
H23 7.778 4.362 -3.819  0.08
H24 6.767 2.938 -3.458  0.07
H25 7.391 3.344 -5.113  0.09
H26 9.716 2.769 -4.409  0.15
H27 10.278 2.408 -1.996  0.09
H28 8.605 2.620 -1.623  0.05
H29 9.568 4.029 -2.239  0.08
H30 7.841 1.010 -3.383  0.04
C14 -8.934 -1.344 3.781  -0.07
C15 -8.225 -0.096 4.310  -0.45
C16 -6.771 -0.002 3.865  -0.06
O6 -8.932 1.119 3.831  -0.07
H31 -8.974 -1.386 2.693  0.07
H32 -9.996 -1.470 4.132  0.09
H33 -8.360 -2.232 4.142  0.08
H34 -8.227 -0.103 5.434  0.14
H35 -6.233 -0.914 4.121  0.06
H36 -6.283 0.872 4.320  0.07
H37 -6.710 0.141 2.789  0.07
H38 -9.854 1.049 4.087  0.07
C17 -1.654 -6.866 -5.339  -0.05
C18 -1.615 -6.045 -4.090  -0.50
C19 -0.910 -6.720 -2.939  -0.05
O7 -0.977 -4.831 -4.455  -0.05
H39 -2.286 -6.392 -6.089  0.08
H40 -2.029 -7.867 -5.303  0.07
H41 -0.656 -6.914 -5.789  0.09
H42 -2.612 -5.838 -3.680  0.12
H43 -1.361 -7.681 -2.708  0.08
H44 -0.997 -6.069 -2.040  0.07
H45 0.155 -6.855 -3.063  0.08
H46 -1.071 -4.279 -3.676  0.03
C20 -4.332 -3.163 -2.953  -0.05
C21 -3.632 -2.018 -3.590  -0.45
C22 -4.392 -1.558 -4.855  -0.03
O8 -3.525 -0.894 -2.687  -0.10
H47 -4.140 -4.119 -3.397  0.06
H48 -5.421 -3.040 -2.957  0.09
H49 -4.039 -3.121 -1.889  0.08
H50 -2.612 -2.341 -3.819  0.13
H51 -3.916 -0.661 -5.214  0.06
H52 -5.432 -1.274 -4.553  0.10
H53 -4.419 -2.364 -5.618  0.09
H54 -2.949 -1.201 -1.932  0.06
C23 1.779 7.217 -5.101  -0.03
C24 0.709 6.556 -4.171  -0.47
C25 -0.511 6.296 -4.937  -0.08
O9 1.310 5.355 -3.644  -0.10
H55 2.751 7.201 -4.647  0.06
H56 1.443 8.241 -5.311  0.08
H57 1.831 6.687 -6.045  0.07
H58 0.472 7.234 -3.311  0.14
H59 -1.230 5.671 -4.457  0.06
H60 -0.340 5.911 -5.963  0.09
H61 -1.009 7.288 -5.067  0.10
H62 0.863 5.091 -2.797  0.07
C26 5.589 -0.711 -3.145  -0.03
C27 6.432 -0.797 -1.862  -0.45
C28 7.583 -1.775 -2.026  -0.03
O10 6.815 0.576 -1.581  -0.10
H63 4.731 -0.069 -2.970  0.05
H64 5.258 -1.701 -3.404  0.08
H65 6.208 -0.306 -3.925  0.08
H66 5.798 -1.077 -1.024  0.09
H67 7.156 -2.712 -2.410  0.09
H68 7.935 -2.040 -1.052  0.05
H69 8.364 -1.299 -2.649  0.10
H70 7.524 0.604 -0.908  0.04
C29 -1.258 4.528 0.685  -0.05
C30 -0.631 5.422 -0.350  -0.48
C31 -0.288 6.835 0.139  -0.03
O11 0.523 4.752 -0.898  -0.09
H71 -0.530 4.318 1.500  0.08
H72 -1.532 3.552 0.209  0.07
H73 -2.187 4.943 1.046  0.06
H74 -1.262 5.507 -1.237  0.13
H75 0.249 6.756 1.083  0.08
H76 -1.246 7.295 0.364  0.08
H77 0.277 7.272 -0.717  0.09
H78 1.351 4.980 -0.435  0.07
C32 1.101 -1.357 5.143  -0.05
C33 1.909 -2.307 4.252  -0.47
C34 2.736 -3.233 5.119  -0.06
O12 1.107 -3.107 3.365  -0.16
H79 0.345 -1.811 5.754  0.06
H80 0.604 -0.628 4.496  0.07
H81 1.794 -0.804 5.820  0.10
H82 2.576 -1.742 3.593  0.13
H83 3.598 -2.738 5.575  0.08
H84 3.019 -4.055 4.418  0.08
H85 2.150 -3.651 5.922  0.08
H86 0.497 -3.691 3.811  0.03
C35 4.568 5.312 -2.111  -0.04
C36 3.837 4.242 -1.376  -0.47
C37 4.614 2.946 -1.203  -0.04
O13 3.476 4.684 -0.052  -0.10
H87 4.816 4.897 -3.120  0.09
H88 5.459 5.578 -1.544  0.08
H89 3.992 6.232 -2.237  0.08
H90 2.887 4.088 -1.848  0.11
H91 4.621 2.407 -2.129  0.06
H92 4.163 2.362 -0.404  0.07
H93 5.685 3.114 -0.995  0.08
H94 4.255 4.535 0.519  0.10
C38 -5.899 -2.122 0.554  -0.02
C39 -4.943 -2.687 1.619  -0.45
C40 -5.560 -3.844 2.414  -0.03
O14 -3.738 -3.237 1.056  -0.11
H95 -6.738 -1.676 1.076  0.06
H96 -6.150 -2.841 -0.237  0.09
H97 -5.323 -1.312 0.081  0.06
H98 -4.650 -1.927 2.308  0.10
H99 -6.601 -3.633 2.787  0.09
H100 -5.006 -4.040 3.340  0.06
H101 -5.607 -4.783 1.857  0.06
H102 -3.306 -2.569 0.513  0.03
C41 2.151 3.327 2.634  -0.05
C42 3.218 2.981 3.652  -0.49
C43 4.030 1.798 3.146  -0.07
O15 4.203 4.006 3.864  -0.05
H103 1.504 4.119 3.025  0.07
H104 1.600 2.399 2.435  0.09
H105 2.642 3.616 1.689  0.06
H106 2.745 2.758 4.647  0.15
H107 4.848 1.546 3.820  0.08
H108 4.359 1.932 2.104  0.07
H109 3.394 0.890 3.014  0.08
H110 3.694 4.740 4.195  0.08
C44 -3.954 -1.015 6.391  -0.04
C45 -2.965 0.103 6.713  -0.44
C46 -3.472 0.954 7.842  -0.07
O16 -1.707 -0.564 7.089  -0.06
H111 -3.475 -1.803 5.872  0.03
H112 -4.771 -0.602 5.808  0.06
H113 -4.410 -1.557 7.253  0.10
H114 -2.733 0.684 5.815  0.12
H115 -4.536 1.239 7.790  0.09
H116 -2.925 1.912 7.903  0.08
H117 -3.403 0.443 8.790  0.08
H118 -1.224 0.043 7.631  0.06
C47 -2.535 -6.137 5.013  -0.05
C48 -2.213 -5.340 3.805  -0.46
C49 -2.236 -3.829 4.168  -0.05
O17 -0.826 -5.525 3.394  -0.15
H119 -1.943 -5.686 5.851  0.10
H120 -2.206 -7.184 4.942  0.09
H121 -3.569 -5.926 5.305  0.09
H122 -2.901 -5.570 3.022  0.10
H123 -1.391 -3.552 4.800  0.08
H124 -3.089 -3.554 4.793  0.06
H125 -2.241 -3.128 3.297  0.07
H126 -0.640 -6.467 3.272  0.10
C50 7.832 2.377 1.546  -0.04
C51 8.193 0.901 1.614  -0.44
C52 6.890 0.106 1.713  -0.05
O18 8.815 0.380 0.418  -0.07
H127 7.141 2.704 2.367  0.10
H128 7.285 2.596 0.636  0.05
H129 8.678 3.073 1.630  0.08
H130 8.800 0.636 2.467  0.13
H131 6.536 0.056 2.720  0.07
H132 7.120 -0.905 1.335  0.09
H133 6.218 0.589 1.005  0.07
H134 9.517 0.967 0.129  0.09
C53 3.942 -2.258 0.435  -0.05
C54 4.930 -3.387 0.501  -0.50
C55 5.063 -4.026 1.842  -0.05
O19 4.404 -4.375 -0.390  -0.03
H135 2.981 -2.633 0.746  0.07
H136 3.873 -1.937 -0.608  0.07
H137 4.115 -1.419 1.179  0.10
H138 5.909 -3.023 0.177  0.12
H139 5.500 -3.322 2.570  0.09
H140 5.616 -4.948 1.854  0.08
H141 4.048 -4.255 2.190  0.08
H142 5.000 -5.096 -0.406  0.07
C56 -6.244 1.396 -0.684  -0.05
C57 -5.983 2.915 -0.696  -0.48
C58 -4.819 3.256 0.233  -0.05
O20 -5.766 3.435 -1.995  -0.06
H143 -6.487 1.091 0.354  0.07
H144 -5.375 0.766 -0.986  0.07
H145 -7.012 1.150 -1.400  0.08
H146 -6.888 3.393 -0.329  0.13
H147 -3.925 2.677 -0.128  0.07
H148 -5.012 2.981 1.282  0.07
H149 -4.583 4.306 0.109  0.07
H150 -5.170 2.810 -2.431  0.03
C59 1.727 -4.028 -2.749  -0.02
C60 0.859 -2.807 -2.349  -0.46
C61 0.844 -1.808 -3.485  -0.04
O21 -0.509 -3.276 -2.054  -0.26
H151 2.013 -4.572 -1.855  0.06
H152 2.621 -3.644 -3.192  0.07
H153 1.190 -4.685 -3.453  0.07
H154 1.226 -2.304 -1.447  0.09
H155 0.632 -2.348 -4.409  0.09
H156 1.787 -1.244 -3.585  0.08
H157 0.027 -1.062 -3.283  0.09
H158 -1.007 -2.491 -1.701  0.03
C62 3.231 1.163 -5.202  -0.06
C63 2.464 2.422 -5.442  -0.49
C64 1.002 2.280 -4.965  -0.06
O22 3.146 3.504 -4.819  -0.05
H159 2.895 0.288 -5.758  0.09
H160 3.178 0.872 -4.163  0.04
H161 4.258 1.423 -5.388  0.08
H162 2.320 2.616 -6.530  0.14
H163 0.404 1.424 -5.348  0.09
H164 0.431 3.177 -5.228  0.05
H165 1.019 2.320 -3.871  0.07
H166 2.501 4.193 -4.604  0.04
C65 -2.983 2.651 -5.096  -0.06
C66 -2.882 1.913 -3.778  -0.44
C67 -2.265 2.790 -2.649  -0.04
O23 -4.231 1.532 -3.396  -0.10
H167 -3.571 2.071 -5.800  0.07
H168 -1.958 2.824 -5.528  0.08
H169 -3.515 3.630 -5.045  0.09
H170 -2.297 0.977 -3.929  0.13
H171 -2.154 2.184 -1.770  0.03
H172 -2.899 3.629 -2.343  0.08
H173 -1.244 3.203 -2.873  0.08
H174 -4.183 0.593 -3.083  0.05

- HOMO level: -9.11 eV
- Frontier orbital gap: 8.92 eV
- Lowest unoccupied orbital energy: -0.2 eV
- Electronic energy: -128095.587 eV
- Spin multiplicity: 1

=====

Record 2
This record from the OMol25 dataset describes the ion C4H10NO2 with charge +1. The level of theory is the ωB97M-V functional and the def2-TZVPD basis.

Each line ends with the Löwdin charge.
CARTESIAN COORDINATES (ANGSTROEM)
N1 0.884 -1.412 0.133  0.25
C1 0.624 0.074 0.446  -0.23
C2 1.974 0.777 0.554  -0.17
O1 2.587 0.967 -0.462  0.11
C3 -0.266 0.655 -0.629  -0.13
C4 -1.699 0.108 -0.571  -0.21
O2 -2.098 0.153 0.812  -0.07
H1 0.452 -1.666 -0.760  0.17
H2 0.485 -2.026 0.845  0.18
H3 1.869 -1.659 0.007  0.18
H4 0.050 0.044 1.371  0.14
H5 2.343 1.253 1.476  0.15
H6 -0.368 1.732 -0.459  0.14
H7 0.201 0.598 -1.614  0.14
H8 -2.324 0.760 -1.166  0.13
H9 -1.757 -0.942 -0.843  0.11
H10 -2.957 0.583 0.862  0.10

- HOMO level: -14.73 eV
- Frontier orbital gap: 10.65 eV
- SMILES string: [NH3+][C@@H](C=O)CCO
- Lowest unoccupied orbital energy: -4.1 eV
- Electronic energy: -9887.550 eV
- Charge: +1
- Spin multiplicity: 1